Entry 1:
DFT (wB97M-V/def2-TZVPD) results for a structure of composition C3H3PS.

As for the energy above the lowest of the compared OMol25 structures with the same formula, charge and spin: 92.4 kcal/mol. For the gap between HOMO and LUMO (spin up / spin down), the calculation gives 6.29 / 6.28 eV. The value obtained for the LUMO energy (spin up / spin down) is -1.9 / -1.9 eV.

Positions of all 8 atoms, in Å:
C  0.700  0.520  -1.402
H  0.764  -0.844  0.256
H  0.530  0.762  0.843
P  2.846  0.746  -0.444
H  -0.691  -0.262  -0.016
S  -0.693  0.896  -3.903
C  0.254  0.100  0.030
C  -0.016  0.603  -2.510

Here are the Mulliken charges for atoms 1 to 5, given in e:
1 C 0.206
2 H 0.421
3 H 0.382
4 P 0.214
5 H 0.371



Entry 2:
DFT (wB97M-V/def2-TZVPD) results for an isolated molecule of C6H13N.

As for the energy above the lowest of the compared OMol25 structures with the same formula, charge and spin: 21.6 kcal/mol. For the gap between HOMO and LUMO, the calculation gives 9.16 eV. The SMILES is CCCC/C=C/N. The value obtained for the LUMO energy is 1.2 eV.

Positions of all 20 atoms, in Å:
H  2.947  0.564  2.311
H  1.531  1.515  2.604
H  -0.516  -1.456  -1.213
H  -2.700  -1.583  -2.985
H  1.375  -0.664  -0.325
N  -2.247  -0.740  -3.305
H  1.578  0.940  0.236
C  -0.422  0.445  -0.207
C  1.921  0.484  2.675
H  1.964  0.363  3.758
C  -1.594  0.032  -2.332
H  -0.366  1.499  -0.459
C  0.965  0.055  0.396
C  1.012  -0.405  1.849
H  1.351  -1.446  1.868
H  -1.215  0.426  0.561
H  -1.817  1.078  -2.432
H  -0.003  -0.391  2.259
H  -2.847  -0.254  -3.946
C  -0.917  -0.464  -1.312

Here are the Mulliken charges for atoms 1 to 5, given in e:
1 H 0.322
2 H 0.343
3 H 0.331
4 H 0.207
5 H 0.509



Entry 3:
DFT (wB97M-V/def2-TZVPD) results for a structure of composition C17H33ClIO18P.

As for the energy above the lowest of the compared OMol25 structures with the same formula, charge and spin: 14.7 kcal/mol. For the gap between HOMO and LUMO, the calculation gives 9.20 eV. The value obtained for the LUMO energy is -0.2 eV.

Positions of all 71 atoms, in Å:
H  0.732  5.724  -0.586
O  0.527  1.739  0.704
H  5.943  -5.679  -0.216
C  0.165  -1.276  6.406
C  0.019  -2.896  0.161
H  0.734  -1.477  -1.936
H  0.040  0.952  2.569
H  -1.448  -2.350  2.272
C  1.045  -2.519  -1.888
C  -4.371  -1.892  -5.487
C  -2.723  10.116  -1.332
H  6.958  -2.425  -5.419
H  -0.086  -3.508  8.164
O  -2.622  -3.279  -2.832
C  -0.997  -0.355  4.662
H  0.282  5.544  1.115
H  -3.632  -4.372  -1.377
O  -1.634  -1.126  4.110
Cl  1.753  -3.552  4.810
H  1.729  0.688  2.043
O  4.537  -3.405  -2.787
O  0.273  -0.709  5.106
O  -3.329  -2.474  -4.705
H  0.409  -0.222  1.282
H  -5.220  -2.569  -5.562
H  4.523  -5.583  -1.270
P  1.255  -2.796  6.675
H  -4.683  -0.938  -5.064
I  0.744  0.214  7.879
O  0.623  -1.987  0.673
H  -3.606  5.911  0.921
H  -1.798  -4.059  2.553
C  -2.812  7.930  -0.560
C  -1.063  -3.360  2.163
H  -1.930  -4.039  -1.080
C  0.690  0.739  1.719
C  -2.843  -3.625  -1.460
O  0.182  -3.888  7.316
H  -0.882  -1.491  6.610
C  -3.676  -2.745  -3.444
H  5.804  -1.650  -4.323
H  -3.965  -1.721  -6.481
H  1.974  5.293  0.596
O  -4.755  -2.540  -2.952
C  6.124  -2.601  -4.746
C  5.367  -5.026  -0.867
H  2.052  -2.600  -1.482
H  -3.092  -2.739  -0.877
O  6.241  -4.605  -1.915
H  -1.678  10.246  -1.059
C  5.676  -3.791  -2.806
H  1.039  -2.934  -2.892
H  5.017  -4.171  -0.291
O  -2.430  8.260  0.532
O  -0.866  -3.680  0.779
O  0.120  -3.287  -1.108
O  1.216  3.304  2.182
H  -0.134  -3.477  2.717
H  -1.335  0.666  4.840
H  -3.217  4.743  -0.348
H  -1.912  5.664  0.409
O  0.639  3.794  0.051
O  -3.008  8.742  -1.599
C  0.833  2.974  1.090
O  -3.111  6.689  -0.943
O  6.593  -3.477  -3.720
C  -2.947  5.705  0.079
H  -3.371  10.497  -0.544
H  -2.921  10.665  -2.248
C  0.928  5.164  0.325
H  5.310  -3.062  -5.303

Here are the Mulliken charges for atoms 1 to 5, given in e:
1 H 0.226
2 O -0.239
3 H 0.214
4 C -0.592
5 C 0.890



Entry 4:
DFT (wB97M-V/def2-TZVPD) results for an isolated molecule of C4H5ClFNS.

As for the energy above the lowest of the compared OMol25 structures with the same formula, charge and spin: 22.8 kcal/mol. For the gap between HOMO and LUMO, the calculation gives 8.60 eV. The SMILES is CN1CSC(Cl)=C1F. The value obtained for the LUMO energy is 0.7 eV.

Positions of all 13 atoms, in Å:
N  -0.568  0.093  -0.504
C  -1.210  0.806  0.663
H  -0.547  0.590  1.491
C  -0.475  -1.321  -0.360
F  0.833  2.015  -0.657
H  -2.219  0.467  0.754
S  1.273  -1.818  -0.093
Cl  3.455  0.338  -0.177
H  -0.803  -1.758  -1.222
H  -1.031  -1.798  0.491
C  0.714  0.680  -0.626
C  1.743  -0.102  -0.191
H  -1.164  1.809  0.432

Here are the Mulliken charges for atoms 1 to 5, given in e:
1 N -0.183
2 C -1.113
3 H 0.412
4 C -0.452
5 F -0.243



Entry 5:
DFT (wB97M-V/def2-TZVPD) results for a cluster of 2 separate species, C7H10O in total.

As for the energy above the lowest of the compared OMol25 structures with the same formula, charge and spin: 58.2 kcal/mol. For the gap between HOMO and LUMO, the calculation gives 10.19 eV. The SMILES is c1ccccc1.CO. The value obtained for the LUMO energy is 0.9 eV.

Positions of all 18 atoms, in Å:
C  -1.172  -1.506  -0.021
C  -1.122  0.748  -1.071
H  3.344  0.190  -0.290
C  -0.968  -0.772  1.139
C  2.222  0.339  -0.104
C  -1.000  1.332  0.089
H  -0.734  -1.385  2.070
H  -1.002  1.033  2.197
C  -1.072  -0.747  -1.206
H  2.029  0.941  -1.039
C  -0.847  0.558  1.222
H  -0.968  2.391  0.179
H  0.680  -0.806  0.485
H  -0.898  -1.290  -2.235
H  -1.276  1.381  -1.983
H  2.263  1.121  0.741
O  1.655  -0.919  -0.011
H  -1.134  -2.609  -0.162

Here are the Mulliken charges for atoms 1 to 5, given in e:
1 C -0.483
2 C -0.284
3 H 0.293
4 C -0.099
5 C -0.604